Arrangement A

Here is a gas-phase ion, C3HO4 (charge -1) from OMol25. Energies are from ωB97M-V/def2-TZVPD.

Kohn-Sham gap: 8.70 eV

The geometry in ORCA input format:
```
! RIJCOSX wB97M-V def2-TZVPD def2/J DEFGRID3
* xyz -1 1
C -1.3533 0.8664 0.0491
C 1.4995 -1.5057 0.8663
C 0.2603 0.5025 -0.3081
O -1.8882 -0.2280 0.1453
O -1.6587 2.0591 0.0613
O 0.9288 -0.3931 0.5686
O 0.8253 0.9067 -1.2807
H 1.3863 -2.2080 -0.1018
*
```

=====

Arrangement B

Here is a gas-phase ion, C3HO4 (charge -1) from OMol25. Energies are from ωB97M-V/def2-TZVPD.

Kohn-Sham gap: 7.64 eV
structure (SMILES): O=C=CC(=O)O[O-]

The geometry in ORCA input format:
```
! RIJCOSX wB97M-V def2-TZVPD def2/J DEFGRID3
* xyz -1 1
O 0.8224 -2.6786 -0.0139
C 0.7400 -1.4793 -0.0058
C 0.3491 -0.2429 0.1298
C 1.2592 0.9691 0.0727
O 0.9934 2.1707 0.0071
O 2.5221 0.7010 -0.0852
O 3.0105 -0.6145 0.0458
H -0.5837 0.0811 -0.1663
*
```

=====

Which structure is the least stable? The one labeled arrangement B.

=====

Arrangement A

Here is a molecular structure, C2H6N3O from OMol25. Energies are from ωB97M-V/def2-TZVPD.

Kohn-Sham gap: 10.79 eV

The geometry in ORCA input format:
```
! RIJCOSX wB97M-V def2-TZVPD def2/J DEFGRID3
* xyz 1 1
C -1.4138 0.8537 0.0241
C 0.2128 -0.4973 0.5540
N -1.6350 -0.3816 -0.6010
N -0.7389 -1.2061 -0.2883
N 1.4250 -0.4026 -0.4107
O -0.2815 0.7206 0.8102
H -1.1634 1.6621 -0.7232
H -2.2225 1.2430 0.7475
H 0.7307 -0.9714 1.7341
H 2.1890 -1.0799 -0.2566
H 1.7621 0.5653 -0.2084
H 1.1356 -0.5057 -1.3815
*
```

=====

Arrangement B

Here is a gas-phase ion, C2H6N3O (charge +1) from OMol25. Energies are from ωB97M-V/def2-TZVPD.

Kohn-Sham gap: 10.66 eV
structure (SMILES): [H]/N=C1/CO[NH2+]N1

The geometry in ORCA input format:
```
! RIJCOSX wB97M-V def2-TZVPD def2/J DEFGRID3
* xyz 1 1
H 0.6447 2.0245 1.8259
N 0.9442 1.7392 0.9190
C 0.4795 0.7500 0.3650
C 1.0455 0.2443 -0.9415
O 0.3609 -1.0513 -1.1292
N -0.7227 -1.0837 -0.2266
N -0.4732 -0.1996 0.8469
H 0.7061 1.0845 -1.6438
H 2.1305 0.2933 -0.9236
H -0.7676 -2.2024 0.1394
H -1.6282 -1.0629 -0.6619
H -1.3928 0.0782 1.1931
*
```

=====

Which structure is the least stable? The one labeled arrangement B.

=====

Arrangement A

Here is 2 unconnected molecules or ions with the total composition C2H2ClI from OMol25. Energies are from ωB97M-V/def2-TZVPD.

Kohn-Sham gap (alpha / beta): 7.29 / 7.69 eV

The geometry in ORCA input format:
```
! RIJCOSX wB97M-V def2-TZVPD def2/J DEFGRID3
* xyz 0 1
C -0.5696 0.8264 -0.6242
C 0.2643 -0.9733 0.5253
Cl -1.7433 1.5347 0.3163
I 2.2671 -1.2038 0.0228
H -0.5998 0.6002 -1.7722
H 0.3813 -0.7842 1.5319
*
```

=====

Arrangement B

Here is a molecular structure, C2H2ClI from OMol25. Energies are from ωB97M-V/def2-TZVPD.

Kohn-Sham gap (alpha / beta): 6.84 / 7.74 eV

The geometry in ORCA input format:
```
! RIJCOSX wB97M-V def2-TZVPD def2/J DEFGRID3
* xyz 0 1
C -0.2800 0.0891 -1.3421
C -0.0425 -0.2738 1.0180
Cl -1.2681 -0.7574 1.8892
I 1.1478 1.3186 1.7170
H 0.7061 0.4909 -1.4424
H -0.2634 -0.8674 -1.8396
*
```

=====

Which structure is the least stable? The one labeled arrangement B.

=====

Arrangement A

Here is a molecular structure, C3H4I2 from OMol25. Energies are from ωB97M-V/def2-TZVPD.

Kohn-Sham gap (alpha / beta): 7.68 / 7.68 eV

The geometry in ORCA input format:
```
! RIJCOSX wB97M-V def2-TZVPD def2/J DEFGRID3
* xyz 0 1
C 0.1728 0.0213 0.6897
C -0.0976 0.1313 -0.6902
C 1.7178 -0.0108 0.4126
I 2.7352 1.7687 -0.0052
I 2.7846 -1.7714 -0.0154
H -0.1616 0.9184 1.3152
H -0.2926 -0.7461 1.3199
H -0.1774 -0.6672 -1.3761
H -0.1678 1.1067 -1.0808
*
```

=====

Arrangement B

Here is a molecular structure, C3H4I2 from OMol25. Energies are from ωB97M-V/def2-TZVPD.

Kohn-Sham gap: 8.59 eV

The geometry in ORCA input format:
```
! RIJCOSX wB97M-V def2-TZVPD def2/J DEFGRID3
* xyz 0 1
C -1.0654 -0.5366 0.9877
C -0.5726 0.3111 0.0784
C 0.8360 0.2560 -0.4264
I 1.3907 2.1101 -1.4367
I 1.3360 -1.4284 -1.8862
H -2.0279 -0.5522 1.4054
H -0.4039 -1.2069 1.4409
H -1.1489 1.0994 -0.3953
H 1.6560 -0.0524 0.2322
*
```

=====

Which structure is the least stable? The one labeled arrangement A.

=====

Arrangement A

Here is a molecular structure, C5H6OS from OMol25. Energies are from ωB97M-V/def2-TZVPD.

Kohn-Sham gap: 8.47 eV

The geometry in ORCA input format:
```
! RIJCOSX wB97M-V def2-TZVPD def2/J DEFGRID3
* xyz 0 1
C 1.2657 -0.0216 -0.2307
C 0.3869 1.2157 -0.1644
C -0.9335 0.4664 -0.2078
C -0.7458 -0.6112 0.8230
C 0.1979 -1.1028 -0.3406
H 0.4074 1.8729 -1.0494
H 0.5241 1.7979 0.7449
H -1.8968 0.9844 -0.3158
H -0.3668 -0.4601 1.8286
H -1.5934 -1.3005 0.8768
H 0.5490 -2.1244 -0.5095
O -0.6886 -0.5060 -1.2774
S 2.8938 -0.2106 -0.1775
*
```

=====

Arrangement B

Here is C5H6OS in the gas phase from OMol25. Energies are from ωB97M-V/def2-TZVPD.

Kohn-Sham gap (alpha / beta): 6.73 / 7.39 eV

The geometry in ORCA input format:
```
! RIJCOSX wB97M-V def2-TZVPD def2/J DEFGRID3
* xyz 0 1
C -0.0098 1.8394 0.0480
C -1.7238 -0.4477 -0.1198
C 1.0029 0.8574 0.5070
C -0.4911 -1.2168 -0.0972
C 0.8379 -0.3642 -0.4232
O -0.2680 2.9452 -0.2132
S -3.2591 -0.8599 0.1218
H 1.9727 1.4151 0.3765
H 0.8316 0.6608 1.5812
H -0.4972 -1.5830 0.8615
H -0.5914 -2.0508 -0.8019
H 0.5777 -0.1507 -1.5052
H 1.6175 -1.0448 -0.3355
*
```

=====

Which structure is the least stable? The one labeled arrangement B.

=====

Arrangement A

Here is C5H6OS in the gas phase from OMol25. Energies are from ωB97M-V/def2-TZVPD.

Kohn-Sham gap: 9.77 eV
structure (SMILES): C1[C@@H]2O[C@@H]2[C@H]2S[C@@H]12

The geometry in ORCA input format:
```
! RIJCOSX wB97M-V def2-TZVPD def2/J DEFGRID3
* xyz 0 1
C -0.3047 -1.5487 0.0923
C 1.0955 -1.0208 -0.1069
O 1.7239 -0.4634 1.0165
C 1.2886 0.4268 0.0525
C -0.1836 0.8716 0.4323
S -1.1627 1.0090 -0.9645
C -1.1341 -0.2716 0.3902
H -0.4188 -1.9251 1.1996
H -0.6109 -2.1251 -0.7196
H 1.6573 -1.7624 -0.7062
H 2.0667 1.0931 -0.2775
H -0.5364 1.6535 1.3662
H -1.9164 -0.1144 1.2741
*
```

=====

Arrangement B

Here is a molecular structure, C5H6OS from OMol25. Energies are from ωB97M-V/def2-TZVPD.

Kohn-Sham gap: 7.94 eV

The geometry in ORCA input format:
```
! RIJCOSX wB97M-V def2-TZVPD def2/J DEFGRID3
* xyz 0 1
C 0.1891 -0.5994 -0.5873
C -0.1760 0.5278 -1.1830
C 0.5168 -1.7070 0.1470
C -0.6083 1.8199 -0.7494
C 0.5200 -1.1194 1.5399
O 0.6519 -2.9055 -0.0124
S -0.3505 0.0748 -2.8186
H -0.4310 2.5507 -1.6284
H -0.0601 2.1310 0.1687
H -1.7532 1.9584 -0.4769
H -0.0310 -1.7224 2.2747
H 0.0157 -0.0281 1.4617
H 1.5166 -0.9808 1.8640
*
```

=====

Which structure is the least stable? The one labeled arrangement B.